The following is a quantum chemistry calculation of the ion C9H21N2 with charge +1 in a non-equilibrium geometry, from OMol25.

As for the total energy: -464.50758 hartree. The frontier orbital gap (alpha / beta) comes out at 6.437 / 7.810 eV. As for the total charge: +1. As for the maximum force: 10.93 eV/A. The expectation value of S² is 2.01. As for the spin multiplicity: 3.

Last column: Mulliken charge in e.
Cartesian coordinates (Å):
1 C 2.22609 2.39233 -1.28804  -1.2808
2 C 2.16399 1.07963 -1.00367  0.9237
3 C 2.80429 -0.03685 -1.62481  -1.1980
4 C -2.01241 -3.13597 0.93535  -1.5606
5 C -1.72960 2.00661 0.29933  -1.1469
6 C -1.99793 -1.72946 0.35189  -0.0817
7 C -1.10275 1.05505 -0.64700  -0.3253
8 C -0.86372 -0.83902 0.95289  -1.0404
9 C 1.11170 0.55608 0.38087  -0.6487
10 N 1.69057 -0.35157 1.29501  -0.4710
11 N -0.23650 -0.05489 -0.14655  0.1964
12 H 1.57212 3.02998 -0.73793  0.3848
13 H 2.73723 2.90525 -2.12623  0.3254
14 H 2.97276 -0.87339 -0.91926  0.2609
15 H 3.69732 0.43586 -2.10750  0.4088
16 H 2.05147 -0.40685 -2.32998  0.2310
17 H -1.74725 -2.96750 1.91912  0.4701
18 H -2.96941 -3.66630 0.88444  0.3583
19 H -1.35431 -3.70705 0.36801  0.3903
20 H -0.89883 2.68888 0.73323  0.2381
21 H -2.34944 2.84530 -0.14383  0.4036
22 H -2.24392 1.68154 1.22203  0.2961
23 H -2.96228 -1.17590 0.70846  0.2472
24 H -1.99736 -1.83174 -0.76513  0.2935
25 H -0.58890 1.75114 -1.18248  0.4257
26 H -1.85534 0.46374 -1.31073  0.3512
27 H -1.32746 -0.17662 1.61935  0.3887
28 H -0.16875 -1.59347 1.50451  0.5501
29 H 0.83366 1.34961 1.09681  0.6826
30 H 2.46409 -0.93502 0.86098  0.1979
31 H 2.10157 -0.06709 2.14477  0.2472
32 H -0.02071 -0.69230 -0.94391  0.4819

---

The following is a quantum chemistry calculation of a structure of composition C10H34CaN8O8 in a non-equilibrium geometry, from OMol25.

As for the total energy: -2119.02853 hartree. The frontier orbital gap comes out at 7.141 eV. As for the maximum force: 11.05 eV/A.

Last column: Mulliken charge in e.
Cartesian coordinates (Å):
1 Ca -2.26072 2.39265 1.21376  1.3864
2 C 0.00460 -1.19313 -1.07034  -0.8990
3 C -0.37029 0.21232 -0.57043  -0.1673
4 O -1.60689 0.46107 -0.02371  -0.4305
5 H -0.82003 -1.64300 -1.62324  0.2629
6 H 0.34672 -1.72127 -0.18032  0.2160
7 H 0.83070 -1.23027 -1.78046  0.1566
8 H -0.41780 0.79659 -1.48938  0.4041
9 H 0.31048 0.69076 0.13368  -0.0545
10 C 1.57153 3.02559 1.82518  -1.0961
11 C 0.89266 2.19014 2.95786  -0.3657
12 O -0.54608 2.13164 2.89563  -0.8306
13 H 0.91658 3.11356 0.95834  0.2458
14 H 2.45926 2.44882 1.56561  0.1127
15 H 1.97889 3.97426 2.17472  0.2966
16 H 1.11224 2.68777 3.90246  0.4692
17 H 1.39356 1.22218 2.94213  0.2350
18 C 3.82430 1.65089 -0.82184  -0.6017
19 O 4.12190 1.49397 -2.19197  -0.4890
20 H 4.17392 2.60647 -0.43101  0.4048
21 H 2.73657 1.59343 -0.78153  0.0463
22 H 4.32401 0.95927 -0.14356  0.3577
23 H 4.94910 1.97276 -2.28191  0.2774
24 C 3.62910 -2.85623 -0.95392  -0.3127
25 O 3.16416 -3.78573 -1.97319  -0.4928
26 H 4.66506 -2.55992 -1.11847  0.2924
27 H 3.17815 -1.86504 -0.90614  -0.0604
28 H 3.52394 -3.29239 0.03945  0.2735
29 H 2.98209 -3.27674 -2.76652  0.2928
30 C 1.38918 1.80636 -4.73335  0.7188
31 O 2.24225 2.65017 -5.02306  -0.7539
32 N 1.62516 0.92290 -3.93532  -0.1627
33 N 0.18626 1.92194 -5.08199  -0.3644
34 H 0.87226 0.28630 -3.71627  0.0535
35 H 2.52170 0.82160 -3.48140  0.1238
36 H -0.53750 1.23736 -4.91582  0.1569
37 H 0.03875 2.71652 -5.68776  0.2195
38 C -4.03281 -0.04626 2.67654  0.6313
39 O -3.81560 1.15354 2.55964  -0.7842
40 N -5.13903 -0.57624 2.95022  -0.3526
41 N -3.14610 -0.97991 2.56912  -0.1505
42 H -5.19220 -1.54069 3.24536  0.1715
43 H -5.96966 -0.04047 3.15782  0.2696
44 H -2.25302 -0.57881 2.32089  0.0005
45 H -3.18749 -1.98893 2.58541  0.2479
46 C 0.28546 -1.62923 3.75861  0.5629
47 O 0.29890 -2.82095 4.04004  -0.7379
48 N 0.49564 -0.69915 4.58900  -0.2535
49 N 0.08551 -1.20119 2.51769  -0.1116
50 H 0.65270 0.27100 4.35612  0.2309
51 H 0.52465 -0.98044 5.55861  0.1938
52 H -0.15532 -1.93796 1.87017  0.1280
53 H 0.08422 -0.23437 2.22554  0.0346
54 C -3.87080 -1.60104 -2.12400  0.5589
55 O -4.48540 -2.27063 -2.97495  -0.7556
56 N -3.83811 -1.94902 -0.87513  -0.2699
57 N -3.14087 -0.55320 -2.32374  -0.1951
58 H -3.36653 -1.36562 -0.19885  0.2055
59 H -4.54308 -2.60822 -0.57755  0.2203
60 H -2.70326 -0.08632 -1.54231  0.1087
61 H -2.99358 -0.29947 -3.29019  0.1248

---

The following is a quantum chemistry calculation of a cluster of 12 separate species, C47H93N5O23 in total in a non-equilibrium geometry, from OMol25.

As for the total energy: -3850.54290 hartree. The frontier orbital gap comes out at 7.236 eV. As for the SMILES: O=C1C=C(O)C(=O)C=C1O.O=C1C=C(O)C(=O)C=C1O.CN(C)C=O.CN(C)C=O.CN(C)C=O.CN(C)C=O.CN(C)C=O.COCCOC.COCCOC.COCCOC.COCCOC.COCCOC. As for the maximum force: 4.19 eV/A.

Last column: Mulliken charge in e.
Cartesian coordinates (Å):
1 O -1.54876 1.92791 -6.68088  -0.6206
2 C -0.98900 0.85219 -6.40223  0.0345
3 C -0.23226 0.01501 -7.35485  -0.6417
4 C 0.22745 -1.21863 -7.17543  0.2170
5 O 0.87291 -1.89537 -8.20400  -0.6019
6 C 0.04060 -1.90443 -5.87399  0.5860
7 O 0.22005 -3.07531 -5.61600  -0.6172
8 C -0.49760 -1.04193 -4.83234  -0.0158
9 C -0.90580 0.23600 -5.06690  0.1543
10 O -1.21575 1.02422 -4.04740  0.0461
11 H -0.05474 0.39573 -8.34981  0.4331
12 H 1.25021 -2.67343 -7.78703  0.3565
13 H -0.49161 -1.30265 -3.78430  0.4363
14 H -1.55296 1.86478 -4.36576  0.2075
15 O 1.38310 -2.39408 -1.88709  -0.5800
16 C 1.09560 -2.00253 -0.77109  0.9273
17 C 0.65711 -0.63220 -0.62271  0.2968
18 C 0.43426 -0.02074 0.55775  0.4632
19 O 0.11511 1.27287 0.65728  0.9028
20 C 0.55394 -0.68658 1.83773  -0.0343
21 O 0.34690 -0.15363 2.94911  -0.4926
22 C 0.90188 -2.06009 1.72025  -1.2381
23 C 1.22610 -2.69492 0.56896  -0.1373
24 O 1.43119 -3.99502 0.45450  -0.7370
25 H 0.32728 0.03368 -1.40642  0.6455
26 H -0.33851 1.40714 1.49263  -0.3435
27 H 0.85877 -2.73357 2.56344  0.7885
28 H 1.36795 -4.28118 -0.45967  0.4098
29 C -1.59942 5.54535 4.88022  -0.9645
30 N -1.07006 4.70661 3.79630  0.3695
31 C -0.40904 5.35437 2.61084  -0.6425
32 C -1.32112 3.38634 3.79826  -0.1669
33 O -0.96149 2.63450 2.88695  -0.5297
34 H -0.81439 6.14597 5.33967  0.3775
35 H -2.08432 5.02816 5.70817  0.2526
36 H -2.23966 6.35350 4.52654  0.3478
37 H -0.39460 4.75054 1.70349  -0.4281
38 H -0.97964 6.18565 2.19672  0.5970
39 H 0.64310 5.59424 2.76436  0.2660
40 H -1.83057 3.11400 4.73554  0.0997
41 C -3.32641 3.83875 0.64957  -0.8775
42 N -2.86088 4.10202 -0.73673  0.7061
43 C -1.72859 3.22580 -1.21306  0.6656
44 C -3.43161 5.00799 -1.52349  -0.0059
45 O -2.95118 5.41730 -2.63828  -0.6137
46 H -3.71073 2.82039 0.70749  0.2683
47 H -4.11002 4.51953 0.98215  0.4382
48 H -2.56424 3.82101 1.42860  0.0656
49 H -0.81365 3.39128 -0.64420  -0.6323
50 H -1.82270 2.14174 -1.14942  -0.9426
51 H -1.49209 3.54538 -2.22797  0.4016
52 H -4.38869 5.39100 -1.13684  0.3258
53 C -1.39202 -6.63878 -4.16223  -0.8962
54 N -0.89268 -5.86586 -3.00139  0.5381
55 C -1.80448 -4.81267 -2.48276  -0.9508
56 C 0.29329 -6.05455 -2.45328  -0.1340
57 O 0.71978 -5.39657 -1.54138  -0.6821
58 H -1.56815 -5.98979 -5.02007  0.2774
59 H -2.29046 -7.21306 -3.93613  0.2008
60 H -0.58139 -7.31882 -4.42403  0.3351
61 H -1.99294 -4.00991 -3.19561  0.3744
62 H -2.80301 -5.20699 -2.29425  0.3995
63 H -1.47423 -4.35724 -1.54916  0.0720
64 H 0.95678 -6.80036 -2.91775  0.3579
65 C 1.89363 4.12589 -0.56048  -0.9609
66 N 1.84573 5.57730 -0.92168  0.0283
67 C 0.48689 6.04367 -0.99354  -0.5622
68 C 2.95188 6.24814 -1.36001  0.2385
69 O 2.91363 7.38023 -1.83108  -0.6272
70 H 1.41054 3.82327 0.36857  -0.1203
71 H 2.93172 3.82947 -0.41011  0.3735
72 H 1.53039 3.51232 -1.38492  0.5570
73 H -0.03727 5.88964 -0.05035  -0.1104
74 H 0.61757 7.08931 -1.27224  0.4752
75 H 0.00266 5.50774 -1.80988  0.3095
76 H 3.78244 5.53835 -1.22374  0.3543
77 C 5.05792 -1.28129 -1.40059  -1.0529
78 N 5.79220 -1.92092 -0.34203  0.2928
79 C 7.08502 -1.41477 -0.21738  -1.0496
80 C 5.10534 -2.60691 0.62833  -0.1201
81 O 5.65292 -2.99979 1.66237  -0.6603
82 H 5.47866 -0.30801 -1.65317  0.5851
83 H 4.03524 -1.12567 -1.05707  -0.2342
84 H 4.95478 -1.97194 -2.23752  0.5926
85 H 7.06301 -0.51124 0.39194  0.2900
86 H 7.71301 -2.14173 0.29765  0.3263
87 H 7.40616 -1.17638 -1.23135  0.4257
88 H 4.09443 -2.92700 0.33202  0.5710
89 C 5.99770 -3.28373 -5.37628  -0.9027
90 O 4.88877 -2.96649 -4.57523  -0.2480
91 C 3.62481 -2.56687 -5.19709  0.1041
92 C 3.70354 -1.20607 -5.99075  -0.8507
93 O 2.79544 -0.16266 -5.64120  -0.2606
94 C 3.01814 0.45378 -4.37470  -0.4675
95 H 5.77714 -3.67704 -6.36863  0.3526
96 H 6.80103 -3.86016 -4.91747  0.2546
97 H 6.35812 -2.30224 -5.68427  0.3412
98 H 2.89028 -2.49540 -4.39494  -0.1850
99 H 3.44797 -3.52883 -5.67821  0.4934
100 H 3.53604 -1.48739 -7.03041  0.2569
101 H 4.72979 -0.83892 -6.00157  0.6351
102 H 2.07981 0.95110 -4.12912  -0.0123
103 H 3.79702 1.21384 -4.43588  0.4003
104 H 3.31420 -0.17221 -3.53293  0.1712
105 C 4.52092 0.42718 2.61666  -0.6289
106 O 3.75239 1.59444 2.38697  -0.2174
107 C 3.28493 2.23271 3.57643  -0.8808
108 C 2.27106 3.32599 3.19478  0.3686
109 O 2.84008 4.40745 2.47187  0.0390
110 C 3.67450 5.28582 3.28361  -0.9701
111 H 3.90248 -0.46289 2.73245  0.2329
112 H 5.29220 0.58298 3.37094  0.3698
113 H 5.07629 0.17433 1.71348  -0.0169
114 H 4.06646 2.62158 4.22919  0.4631
115 H 2.76971 1.51652 4.21652  0.4260
116 H 1.81791 3.61317 4.14361  0.3533
117 H 1.46010 2.87130 2.62583  -0.4176
118 H 4.37051 4.81953 3.98092  0.2293
119 H 2.98643 5.94588 3.81179  0.3340
120 H 4.11258 6.03098 2.61959  0.3208
121 C -6.12618 0.83931 -2.04817  -0.7097
122 O -5.35085 -0.08411 -1.36232  -0.3842
123 C -3.95789 0.12811 -1.65506  -0.6039
124 C -3.10250 -0.39682 -0.44633  1.1971
125 O -3.66760 0.11698 0.79298  -0.4472
126 C -3.00730 -0.49405 1.90663  -0.8901
127 H -5.75828 1.84900 -1.86575  0.2377
128 H -7.13683 0.88221 -1.64218  0.2654
129 H -6.16119 0.47545 -3.07505  0.3129
130 H -3.72058 1.18841 -1.74190  0.2007
131 H -3.78036 -0.44597 -2.56447  0.5296
132 H -2.10497 -0.00039 -0.63572  -0.7242
133 H -3.11799 -1.48491 -0.38379  -0.1468
134 H -1.92579 -0.53026 1.77580  0.4200
135 H -3.42428 -1.47024 2.15417  0.3997
136 H -3.29355 0.15025 2.73792  0.2592
137 C -1.85879 -4.03019 2.11321  -0.4071
138 O -3.17570 -4.21609 2.12877  -0.4777
139 C -3.87125 -4.57813 0.96210  0.0007
140 C -3.65616 -6.06446 0.61179  -0.5743
141 O -4.33220 -6.21745 -0.58459  -0.3620
142 C -3.96446 -7.44150 -1.10503  -0.8169
143 H -1.22691 -4.86840 1.81956  0.3213
144 H -1.42732 -3.96216 3.11186  0.3588
145 H -1.68835 -3.23265 1.39004  0.0347
146 H -3.72338 -3.95371 0.08099  -0.0610
147 H -4.94391 -4.43427 1.09168  0.3676
148 H -4.00345 -6.75195 1.38305  0.4574
149 H -2.58777 -6.28046 0.60848  0.2430
150 H -2.88919 -7.61979 -1.09518  0.3301
151 H -4.29115 -7.48209 -2.14413  0.2359
152 H -4.46878 -8.25454 -0.58279  0.3590
153 C -0.62675 0.72078 5.85563  -0.4384
154 O -1.61515 1.57711 6.34905  -0.1478
155 C -2.32436 1.04192 7.44787  -0.6426
156 C -3.52041 1.91909 7.94316  -0.4056
157 O -4.52875 1.16957 8.58856  -0.4328
158 C -4.07810 0.43035 9.71863  -0.7345
159 H 0.07163 1.25644 5.21265  -0.2155
160 H -1.13034 -0.01314 5.22645  0.3306
161 H -0.05244 0.25044 6.65378  0.3829
162 H -1.71004 0.69456 8.27856  0.3791
163 H -2.71566 0.06687 7.15757  0.4240
164 H -4.02128 2.38708 7.09568  0.2194
165 H -3.22172 2.70779 8.63369  0.3783
166 H -4.82422 0.23457 10.48874  0.2693
167 H -3.27893 0.93963 10.25722  0.3214
168 H -3.79783 -0.57553 9.40599  0.2621